A 2-piece molecular cluster, C6H16N2O overall in a non-equilibrium geometry. Source: OMol25; level of theory: ωB97M-V with the def2-TZVPD basis set.

Summary:
ΔE to the lowest compared entry with this formula, charge and spin (kcal/mol): 52.3
E (a.u.): -422.90334
Max |F| (Eh/bohr): 0.051

Element x y z (Å)
H 1.2153 -0.3649 2.2610
C -0.9509 0.1197 0.3621
H -1.1513 -2.7505 -0.8663
H 0.7215 -0.6479 -1.7075
H -2.3919 0.9835 -0.5477
H -0.6522 -0.6207 1.0975
H -0.3657 1.5773 2.7140
H -1.0116 0.4201 -2.7559
H 2.1207 -0.3887 0.7512
O 0.0766 1.1082 0.0788
H 2.7010 0.5811 2.1330
H 1.1007 2.5500 2.9291
C 0.3599 2.2122 2.2070
H -0.1566 3.0847 1.8113
N -0.2047 -1.0375 -1.5215
H -2.1429 -0.8313 -2.2056
C -0.1825 -2.4667 -1.2745
H 1.7301 2.1165 0.5469
C -1.1294 -0.6505 -2.5739
N -2.1788 0.2692 0.1450
C 1.8221 0.2404 1.5882
H -0.9517 -1.1908 -3.5121
H -0.0036 -3.0612 -2.1869
C 1.0349 1.4445 1.0683
H 0.5913 -2.6969 -0.5412



C12H14Cl3NNaOSSi as an isolated structure. Source: OMol25; level of theory: ωB97M-V with the def2-TZVPD basis set.

Summary:
Total charge: -1
ΔE to the lowest compared entry with this formula, charge and spin (kcal/mol): 0.0
E (a.u.): -2826.53531
Max |F| (Eh/bohr): 0.006

Element x y z (Å)
H 1.0073 -0.6288 -5.5178
C 0.5535 -1.2661 -4.7694
C -0.3101 -0.0814 4.4038
C 0.0307 -0.6853 -3.6262
Cl 2.8919 1.5572 -3.7382
C -0.0184 0.3433 5.6928
C -0.0398 -3.4344 -3.9505
H -0.9867 -3.4867 -2.0234
N -0.9805 -0.8901 -1.4344
H -1.6046 -1.4523 -0.8744
C -1.1224 2.0991 3.8680
C -0.5287 -1.4777 -2.6261
C 0.5207 -2.6442 -4.9446
H 0.4159 -0.3555 6.3988
S -1.2555 0.2398 1.8230
C -0.8679 0.7851 3.4534
Na 0.7431 -0.0268 0.0964
H -0.0697 -4.5114 -4.0648
H -0.5374 2.4295 -0.9611
H 0.9368 -3.0949 -5.8365
C -0.5603 -2.8603 -2.7999
H -0.0462 1.9838 7.0876
C -0.2753 1.6514 6.0833
H -1.0382 3.5499 5.4396
H -1.5565 2.7892 3.1549
O -1.4017 2.0011 -0.9000
Cl 4.2246 2.6463 -0.9681
H -1.4818 1.7118 0.0356
H -0.1075 -1.1035 4.1090
H 0.0836 0.3888 -3.4872
H -1.3287 0.0627 -1.5214
Si 2.4718 1.6494 -1.6481
C -0.8306 2.5240 5.1569
Cl 3.0684 -0.4132 -1.1104



A 2-piece molecular cluster, H5N2O2P overall in a non-equilibrium geometry. Source: OMol25; level of theory: ωB97M-V with the def2-TZVPD basis set.

Summary:
ΔE to the lowest compared entry with this formula, charge and spin (kcal/mol): 95.3
E (a.u.): -604.26942
Max |F| (Eh/bohr): 0.085

Element x y z (Å)
O 0.9742 1.5233 0.5742
O 0.5050 -1.2013 -1.2301
H 1.7894 1.6905 0.1112
H -0.2203 -0.0552 0.9804
N -1.6756 -0.2811 -0.6016
P -0.8553 -0.5101 -1.9019
N 0.7353 0.1337 1.1384
H 0.4028 -1.2153 -0.2638
H -2.6498 -0.1905 -0.8783
H 0.9942 0.1060 2.0715



An isolated ion of composition C5H5N2O4S and charge -1 in a non-equilibrium geometry. Source: OMol25; level of theory: ωB97M-V with the def2-TZVPD basis set.

Summary:
Total charge: -1
ΔE to the lowest compared entry with this formula, charge and spin (kcal/mol): 49.8
E (a.u.): -1002.15388
Max |F| (Eh/bohr): 0.127

Element x y z (Å)
H -1.1852 -0.4817 0.4682
S -0.0157 -1.8735 -1.2768
O -0.5451 -3.1610 -0.7489
N 1.1678 -1.8247 3.4193
C 0.5532 -1.4303 1.3743
H 1.3967 -3.1538 0.4814
H 1.8317 0.5610 0.1618
C 1.2513 -2.6616 1.3893
C -0.1247 -0.7321 0.2411
O 1.3938 -1.8939 -1.5616
C 0.8590 0.5586 -0.1554
O 1.5673 -2.8965 2.7161
H -0.4162 1.4503 -1.7475
H 1.0514 2.3046 -1.4710
O -0.8900 -1.1985 -2.2274
N 0.5827 -0.9896 2.6721
C 0.4935 1.4095 -1.1845



A 2-piece molecular cluster, C5H10O2 overall. Source: OMol25; level of theory: ωB97M-V with the def2-TZVPD basis set.

Summary:
ΔE to the lowest compared entry with this formula, charge and spin (kcal/mol): 64.9
E (a.u.): -346.92198
Max |F| (Eh/bohr): 0.007

Element x y z (Å)
C -0.3976 -2.4924 -0.7064
H 0.9979 -0.7438 0.3627
H -1.2454 0.1997 -0.3459
C 0.3368 2.0030 1.0864
H -0.4843 -2.9302 1.3642
H 0.6276 2.6063 -1.0250
H 0.0259 -1.8933 -1.5097
H -0.9660 0.9087 -2.0159
O 0.7953 0.5208 -0.8832
C -0.0778 -2.3019 0.5738
O 0.7442 -1.3574 1.0834
H 1.3452 2.2731 1.4151
H 0.0286 1.0993 1.6219
C -0.6044 0.7942 -0.9961
C 0.2994 1.7766 -0.4003
H -1.0857 -3.2851 -0.9769
H -0.3399 2.8223 1.3518



A 6-piece molecular cluster, C24H41BClO14S2 overall in a non-equilibrium geometry. Source: OMol25; level of theory: ωB97M-V with the def2-TZVPD basis set.

Summary:
Total charge: +1
E (a.u.): -3273.60723
Max |F| (Eh/bohr): 0.177

Element x y z (Å)
C -2.8676 -5.3850 1.2477
H -4.4229 0.6361 6.2521
H 0.0420 -2.6289 3.8498
H -3.2416 -6.6555 2.9816
H -2.9058 -0.3078 6.4629
H -1.1822 1.5618 -0.1988
H -1.9733 0.1406 2.0178
H 7.0012 4.6413 -3.4347
O -2.4846 2.2258 5.2111
H 0.3749 -0.2353 2.5524
C 6.0098 6.4622 -4.0493
O 4.6270 2.5908 0.0437
C -1.2845 -4.4281 -2.8669
H -3.8122 -4.9001 0.9846
H 1.3465 3.2311 -3.2279
C -1.4831 -6.8596 0.2048
H 0.2220 -3.5780 -4.1814
H 1.4262 0.3293 -4.2354
H 6.5892 7.3359 -3.7392
C -3.5523 0.7721 8.2270
C 6.0288 4.5177 -5.3480
H -3.6750 -0.1721 8.7642
O -2.6396 -0.9161 3.6522
H -3.9661 -7.2115 1.4637
H -1.8274 0.9864 3.5784
C -0.0847 0.8187 -2.6004
C -3.0865 -6.7241 1.9016
C 6.8555 5.2465 -4.3324
C -2.6134 1.7931 6.3443
O -2.6099 -3.1645 4.0696
C -2.4875 -3.6518 -3.3398
H -0.2257 -0.2428 -2.0737
H 7.8166 5.5147 -4.7799
C 5.2794 6.6664 -5.3507
C 3.4748 2.6064 -2.4676
O 2.6288 1.1127 -0.1387
C -0.6361 -2.0619 3.2078
B -1.6250 3.3421 -2.2066
H -1.3597 -4.5994 -1.7861
O -1.1082 4.5844 -2.8412
H -1.1710 -5.3996 -3.3552
H -1.0289 -7.3210 2.2282
H -0.5966 -2.4314 2.1794
O 5.1002 5.3583 -5.8915
H -2.2832 -4.7056 1.8770
H 4.3049 7.1404 -5.2017
C -3.4422 0.6062 6.7324
O -0.7035 -7.3241 -0.6104
C 1.4556 0.8477 -3.1602
H -2.6819 -3.8111 -4.4040
H -0.8695 0.8687 -3.4783
O -2.7851 -1.2607 -3.1202
O -3.0710 3.0006 -2.2988
H 3.7954 3.7257 -2.7290
H 0.6873 -3.6259 -2.4629
H -1.4400 0.8001 8.7346
H -3.3738 -3.8837 -2.7447
H 5.8587 7.2627 -6.0635
H 2.4634 2.4064 -4.5022
H -2.3890 2.1205 9.4612
O -0.6931 -2.1753 -2.9871
C -1.8435 -7.4863 1.5176
H 4.2919 1.8915 -2.9101
H 2.1328 0.1198 -2.5007
C 2.0948 2.3425 -3.3685
C -2.2747 1.4905 8.5743
O -1.9803 2.3050 7.4404
C -1.7275 0.0188 3.0780
H 0.0095 -0.3269 4.2834
C -0.3612 -0.5813 3.2829
C -2.0498 -2.2341 -3.1286
H -3.3271 2.3153 -1.6105
C -0.1476 -3.4829 -3.1551
H -2.0469 -8.5535 1.4025
Cl 2.0751 4.0793 0.1812
O 6.1784 3.3527 -5.6776
H -0.1616 4.7495 -2.4937
S 3.2058 2.4678 -0.6192
S -0.4817 2.1039 -1.2953
O -2.1226 -5.6617 0.0626
H 5.2915 6.2325 -3.2529
C -2.0476 -2.1454 3.7045
H -4.4127 1.4101 8.4632